The following is a DFT calculation (the ωB97M-V functional and the def2-TZVPD basis) of C18H38BeCl3N2O14 as an isolated structure.

Each line ends with the Mulliken spin population.
Atoms and positions in Å:
Be: 25.43400 -2.71755 -28.29425  1.380
Cl: 25.19073 -0.35495 -30.95879  -0.001
O: 26.15556 -0.06547 -31.95059  -0.002
O: 25.58641 -0.27731 -29.62846  -0.029
O: 23.94483 0.33488 -31.15684  -0.006
O: 24.87099 -1.77818 -30.99784  -0.020
Cl: 25.30858 -4.21535 -25.23274  0.018
O: 26.18453 -4.07268 -24.10247  0.002
O: 26.31165 -4.32603 -26.25937  -0.037
O: 24.23368 -5.23624 -25.16461  -0.005
O: 24.54906 -3.00321 -25.49309  -0.009
Cl: 28.06851 -0.04788 -26.56170  0.001
O: 27.73846 0.88694 -25.57631  0.002
O: 28.37904 0.65155 -27.78229  0.000
O: 29.11211 -0.84895 -26.13832  -0.001
O: 26.91926 -0.88075 -26.83759  -0.085
C: 21.16357 -5.90367 -30.12526  -0.001
C: 21.87893 -4.67901 -30.58735  0.024
C: 20.90741 -3.93566 -31.52078  -0.002
C: 19.80129 -3.09846 -30.89312  0.001
C: 20.58492 -2.10681 -30.01518  -0.003
C: 21.45038 -2.80373 -28.88512  -0.024
N: 22.37870 -3.74050 -29.53316  -0.106
O: 23.12216 -4.31869 -28.60403  -0.064
C: 22.13424 -1.50369 -28.35538  0.089
C: 20.58713 -3.34291 -27.74275  -0.006
C: 23.05010 -5.03892 -31.48888  0.032
H: 21.60332 -6.37929 -29.24862  0.000
H: 21.16210 -6.59699 -30.96634  0.000
H: 20.11203 -5.70936 -29.91405  -0.001
H: 21.49260 -3.21593 -32.09317  0.000
H: 20.49476 -4.60965 -32.27148  0.000
H: 19.12618 -3.73832 -30.32487  0.000
H: 19.22784 -2.55089 -31.64107  0.000
H: 19.81414 -1.38870 -29.73533  0.000
H: 21.14141 -1.62087 -30.81661  0.000
H: 22.58006 -1.68330 -27.37707  -0.008
H: 22.68343 -1.00433 -29.15360  -0.018
H: 21.45142 -0.73547 -27.99250  -0.017
H: 20.02227 -4.26604 -27.87258  0.000
H: 21.21887 -3.33875 -26.85449  0.000
H: 19.65019 -2.79469 -27.64433  0.000
H: 23.75031 -5.69689 -30.97422  -0.009
H: 23.61827 -4.22190 -31.93357  -0.007
H: 22.64512 -5.60471 -32.32792  0.000
H: 22.46041 -4.85181 -28.15740  0.021
C: 26.74853 -6.30398 -29.45108  0.109
C: 28.12152 -5.81559 -29.91417  -0.003
C: 28.18336 -6.31490 -31.40095  0.001
C: 29.32978 -5.90388 -32.30023  -0.001
C: 29.32247 -4.39486 -32.20191  0.001
C: 29.07343 -3.67078 -30.83698  -0.006
N: 28.10058 -4.34365 -30.01850  -0.149
O: 27.83809 -3.68740 -28.85499  -0.024
C: 30.33829 -3.46140 -30.04723  0.003
C: 28.45612 -2.31328 -31.13719  0.029
C: 29.25031 -6.50541 -28.98039  -0.001
H: 26.27695 -5.93205 -28.54148  -0.021
H: 26.84104 -7.37496 -29.27066  -0.005
H: 26.00273 -6.16396 -30.23356  -0.053
H: 28.27983 -7.37127 -31.15020  0.000
H: 27.25041 -6.08500 -31.91558  -0.002
H: 29.22798 -6.20763 -33.34209  0.000
H: 30.22634 -6.42370 -31.96247  0.000
H: 28.67346 -4.17387 -33.04929  0.000
H: 30.34914 -4.15633 -32.47967  0.000
H: 30.20734 -2.92187 -29.10922  -0.003
H: 30.91492 -4.35230 -29.79844  0.000
H: 31.01907 -2.73649 -30.49349  0.001
H: 28.27338 -1.62017 -30.31603  0.005
H: 28.93009 -1.76766 -31.95312  -0.002
H: 27.59082 -2.34618 -31.79922  -0.006
H: 29.03033 -7.55541 -28.78747  -0.001
H: 29.18936 -5.93679 -28.05245  0.000
H: 30.23617 -6.50312 -29.44532  0.000
H: 28.66644 -3.79861 -28.38268  0.018

Cartesian forces (eV/Å) of the 6 atoms listed first:
0.67 0.40 0.36
-3.19 -4.15 -0.18
0.96 1.16 -0.54
2.30 2.72 3.29
0.09 1.33 -0.59
-0.32 -1.47 -1.84

Results
Kohn-Sham gap (alpha / beta) ... 6.13 / 7.39 eV
2S+1 ... 2
E_HOMO (alpha / beta) ... -2.066 / -3.488 eV
Charge ... -2
DFT total energy ... -3265.83677 a.u.